The following is a DFT calculation (wB97M-V/def2-TZVPD) of a 2-piece molecular cluster, C2H10NO2 overall at a distorted geometry.

Output
Frontier orbital gap: 10.90 eV
DFT total energy: -7813.2893 eV
Charge: +1
Relative energy (zero: lowest compared OMol25 entry of this formula, charge and spin): 39.7 kcal/mol

The geometry in XYZ format:
```
15
Properties=species:S:1:pos:R:3:nbo_charge:R:1
C -0.2484 -0.9626 1.0921 -0.095
O 1.0011 -0.6229 1.6415 -0.669
C -0.2708 -0.1914 -0.2751 -0.267
N -1.0459 -1.0483 -1.2470 -0.703
H -0.2363 -2.0325 0.8846 0.184
H -1.1384 -0.5208 1.6914 0.199
H 0.6652 0.1032 2.1312 0.473
H 0.7831 0.0766 -0.5048 0.283
H -0.7865 0.7068 -0.2206 0.221
H -1.6215 -0.4277 -1.9459 0.466
H -0.4189 -1.6379 -1.8333 0.453
H -1.6721 -1.7347 -0.7420 0.451
H 2.0615 2.4275 0.4681 0.497
H 1.4499 3.3800 -0.7620 0.498
O 1.4779 2.4847 -0.3781 -0.992
```

***

The following is a DFT calculation (wB97M-V/def2-TZVPD) of C16H16ClN6O5PdS as an isolated structure at a distorted geometry.

Output
Frontier orbital gap: 6.35 eV
DFT total energy: -62855.1283 eV
Charge: +1
Relative energy (zero: lowest compared OMol25 entry of this formula, charge and spin): 19.4 kcal/mol

The geometry in XYZ format:
```
46
Properties=species:S:1:pos:R:3:nbo_charge:R:1
Pd -0.3774 -0.2505 0.1682 1.030
N 0.3257 -3.8476 -2.0631 -0.587
C -0.8201 -4.3546 -2.7355 0.202
C -0.6572 -5.1697 -3.8395 -0.247
C -1.7709 -5.6564 -4.5124 -0.184
C -3.0418 -5.3070 -4.0902 -0.196
C -3.2010 -4.4719 -2.9905 -0.180
C -2.0922 -4.0123 -2.3031 -0.259
S -2.3134 -3.0412 -0.8402 0.538
N -0.7951 -2.3186 -0.6755 -0.699
C 0.2751 -2.7857 -1.2213 0.432
C 1.5681 -2.1238 -0.8781 0.180
C 2.8081 -2.6769 -1.1331 -0.212
C 3.9531 -1.9632 -0.8134 -0.114
C 3.8271 -0.7036 -0.2589 -0.225
C 2.5571 -0.2198 -0.0014 0.079
N 1.4612 -0.9214 -0.2887 -0.392
H 1.2048 -4.0437 -2.5085 0.408
H 0.3408 -5.4296 -4.1734 0.217
H -1.6375 -6.3028 -5.3684 0.231
H -3.9126 -5.6779 -4.6121 0.232
H -4.1916 -4.1878 -2.6581 0.232
H 2.8956 -3.6658 -1.5592 0.232
H 4.9287 -2.3893 -1.0022 0.245
H 4.6900 -0.1041 -0.0091 0.249
H 2.3944 0.7446 0.4568 0.231
C 0.2617 2.0703 5.2056 -0.415
N 0.3690 1.1061 4.1283 -0.378
C 0.7898 -0.2698 4.3155 -0.319
C 0.7124 -0.8222 2.8979 0.666
O 0.9693 -1.9425 2.5411 -0.562
N 0.2776 0.2114 2.0798 -0.673
C 0.1129 1.3182 2.8357 0.665
N -0.2197 2.4931 2.3243 -0.766
H -0.0005 1.5446 6.1211 0.234
H -0.5356 2.7835 5.0015 0.215
H 1.1977 2.6080 5.3630 0.216
H 0.1190 -0.8161 4.9803 0.245
H 1.8087 -0.3436 4.6997 0.239
H -0.5024 2.5622 1.3520 0.453
H -0.3861 3.2841 2.9209 0.416
O -2.2170 0.5320 0.4819 -0.818
Cl -2.2522 1.5254 -0.6807 2.518
O -1.8567 0.7796 -1.8438 -0.797
O -3.5632 2.0267 -0.7369 -0.738
O -1.2848 2.5480 -0.3707 -0.844
```

***

The following is a DFT calculation (wB97M-V/def2-TZVPD) of a 11-piece molecular cluster, C32H51BrCl30N3O2 overall at a distorted geometry.

Output
Frontier orbital gap: 8.19 eV
DFT total energy: -488284.7161 eV
Charge: +1

The geometry in XYZ format:
```
119
Properties=species:S:1:pos:R:3:mulliken_charge:R:1
C 6.8695 -1.2436 0.0547 -0.743
C 6.4875 -2.6703 -0.4145 -0.464
C 5.1287 -2.6339 -1.1419 1.120
C 5.3476 -2.3099 -2.6121 -1.065
N 4.1207 -2.2310 -3.4360 -0.197
C 3.0762 -1.5198 -2.8607 -0.658
N 2.0751 -2.2466 -2.3836 -1.095
N 1.0446 -1.5926 -1.8600 0.871
C -0.0567 -2.4549 -1.3745 -0.152
C -0.5058 -2.1093 0.0501 0.552
C -1.9422 -1.5108 0.1218 -0.977
C -2.1259 -0.2799 1.0320 0.445
C -3.1760 0.6901 0.4496 -1.011
C -3.1506 2.1018 1.0473 -0.510
C -3.8254 3.1273 0.1248 -0.965
C -2.8883 3.6821 -0.9300 -0.122
O -3.6308 4.2966 -1.9661 -0.350
C -2.8027 4.7342 -3.0189 -0.676
C 0.9856 -0.2853 -1.7397 -0.489
C 2.0307 0.5356 -2.1953 0.427
C 1.9371 2.0172 -1.9784 -1.105
C 2.3138 2.4643 -0.5382 -0.074
C 1.1084 3.0581 0.2061 -0.814
Br 3.0074 0.9985 0.5930 -0.187
C 3.1077 -0.0985 -2.8266 0.815
C 4.2451 0.6509 -3.4649 -1.566
C 5.1333 1.4851 -2.5060 -0.543
O 5.0121 2.8868 -2.7180 -0.556
H 6.4410 -1.0346 1.0337 0.263
H 6.4345 -0.5142 -0.6415 -0.104
H 7.9424 -1.0737 0.0446 0.297
H 6.4382 -3.3171 0.4548 0.449
H 7.2647 -2.9956 -1.1053 0.076
H 4.6191 -3.5946 -1.0310 -0.616
H 4.5342 -1.8611 -0.6398 0.047
H 5.9395 -1.3957 -2.7176 0.232
H 5.9611 -3.1024 -3.0465 0.609
H 3.7907 -3.1635 -3.6505 0.451
H -0.8800 -2.3688 -2.0859 0.414
H 0.3103 -3.4770 -1.4438 -0.381
H -0.4513 -2.9983 0.6779 -0.550
H 0.1681 -1.3695 0.4930 0.350
H -2.2677 -1.2220 -0.8844 0.567
H -2.6211 -2.3124 0.4229 0.335
H -2.5519 -0.6230 1.9778 0.046
H -1.1812 0.2416 1.2112 -0.107
H -4.1499 0.2495 0.6862 0.314
H -3.1112 0.7443 -0.6431 0.507
H -3.7231 2.1001 1.9790 0.374
H -2.1291 2.3944 1.3130 0.289
H -4.7383 2.7204 -0.3154 0.356
H -4.1487 3.9649 0.7516 0.401
H -2.2399 4.4387 -0.4698 0.313
H -2.2688 2.8820 -1.3682 0.063
H -3.3619 5.4197 -3.6499 0.196
H -1.9330 5.2857 -2.6375 0.319
H -2.4319 3.8876 -3.6107 0.276
H 0.1129 0.1357 -1.2547 0.965
H 0.8931 2.3093 -2.1135 0.647
H 2.5624 2.5497 -2.6879 0.549
H 3.1120 3.2000 -0.5775 0.699
H 1.2501 2.9569 1.2801 0.069
H 0.2176 2.4676 -0.0246 -0.001
H 0.9664 4.1040 -0.0608 0.427
H 3.8031 1.3590 -4.1728 0.769
H 4.8678 -0.0177 -4.0544 0.462
H 4.8904 1.2945 -1.4613 0.038
H 6.1815 1.2060 -2.6443 0.417
H 5.3021 3.0794 -3.6101 0.378
C -6.5264 -0.7331 3.7217 -0.194
Cl -4.7975 -0.8293 4.0712 -0.068
Cl -6.8579 0.5013 2.5098 -0.098
Cl -7.1093 -2.3188 3.2022 -0.059
H -7.0431 -0.4605 4.6323 0.407
C 0.8095 1.6166 4.6981 -0.181
Cl 0.8659 0.4376 3.3802 0.030
Cl 1.3582 3.2026 4.1464 -0.149
Cl -0.8099 1.7275 5.3754 -0.109
H 1.4868 1.2812 5.4721 0.372
C 10.4989 -2.0496 2.7864 -0.085
Cl 10.2530 -3.0387 1.3438 -0.051
Cl 11.5130 -0.6563 2.4256 -0.116
Cl 8.9529 -1.5431 3.4721 -0.108
H 11.0072 -2.6562 3.5237 0.354
C -10.8516 -0.2822 0.8205 -0.055
Cl -11.8553 0.7665 1.8211 -0.121
Cl -10.1128 0.6292 -0.4997 -0.123
Cl -9.6130 -1.0823 1.7892 -0.025
H -11.4877 -1.0422 0.3872 0.317
C -1.4589 -3.2243 4.7706 -0.248
Cl -2.9876 -3.8440 4.1558 -0.075
Cl -0.5218 -2.4994 3.4556 -0.029
Cl -1.7142 -2.0790 6.0787 -0.094
H -0.8869 -4.0578 5.1559 0.429
C 1.1273 -6.3847 -0.4117 -0.146
Cl 2.7168 -5.7493 -0.8399 -0.078
Cl 0.3914 -5.4079 0.8648 -0.079
Cl 0.0781 -6.4522 -1.8264 -0.134
H 1.2546 -7.3908 -0.0348 0.413
C 8.3101 -6.5159 -0.9739 -0.028
Cl 8.0713 -7.5742 -2.3598 -0.121
Cl 9.3568 -5.1598 -1.3911 -0.124
Cl 6.7525 -5.9624 -0.3418 -0.078
H 8.8031 -7.0818 -0.1948 0.345
C -6.2736 6.9993 -2.6991 0.446
Cl -5.1411 7.9620 -3.6587 -0.147
Cl -6.7357 7.8569 -1.2314 -0.051
Cl -7.6929 6.5735 -3.6543 -0.132
H -5.7722 6.0830 -2.4114 -0.114
C -6.7050 -5.5858 0.2805 -0.035
Cl -5.3379 -4.4688 0.1687 -0.052
Cl -7.7875 -5.1084 1.5865 -0.105
Cl -7.5651 -5.6808 -1.2520 -0.119
H -6.3143 -6.5678 0.5107 0.307
C -6.3722 9.4137 2.6709 0.084
Cl -5.2370 10.3464 1.6947 -0.115
Cl -6.7958 10.2785 4.1464 -0.121
Cl -7.8148 9.0111 1.7389 -0.124
H -5.8884 8.4881 2.9519 0.268
```

***

The following is a DFT calculation (wB97M-V/def2-TZVPD) of C7H17NO6S as an isolated structure at a distorted geometry.

Output
Frontier orbital gap: 10.62 eV
DFT total energy: -32143.1425 eV
Relative energy (zero: lowest compared OMol25 entry of this formula, charge and spin): 7.5 kcal/mol

The geometry in XYZ format:
```
32
Properties=species:S:1:pos:R:3:nbo_charge:R:1
C 3.1632 1.7349 -1.6817 -0.634
C -1.1206 -2.3531 2.0058 -0.642
C -2.6021 0.4283 -1.0193 -0.648
C 2.1908 0.9115 -0.8269 0.059
C -0.3481 -1.0798 1.6582 0.245
C -1.5943 -0.5602 -0.4449 0.250
C 0.9398 1.7318 -0.6325 -0.140
N -1.1240 -0.0963 0.8664 -0.668
O 1.1459 2.9173 0.1456 -0.714
O 0.6643 1.4701 2.1036 -0.942
O -1.2163 2.5271 0.8668 -0.928
O 2.7351 0.5496 0.4188 -0.725
O 0.7996 -1.4416 0.9492 -0.761
O -0.5056 -0.6821 -1.3102 -0.743
S 0.0485 1.8536 0.8643 2.302
H 2.7766 1.8226 -2.6924 0.217
H 4.1317 1.2452 -1.7080 0.230
H 3.2687 2.7296 -1.2554 0.222
H -2.0835 -2.1043 2.4420 0.210
H -1.2606 -2.9711 1.1244 0.212
H -0.5396 -2.9205 2.7260 0.229
H -2.6270 0.3131 -2.0988 0.231
H -3.5923 0.2327 -0.6156 0.214
H -2.3087 1.4424 -0.7664 0.240
H 1.9507 -0.0252 -1.3398 0.201
H -0.0834 -0.5565 2.5841 0.200
H -2.0791 -1.5502 -0.3350 0.146
H 0.3413 1.9030 -1.5221 0.225
H -1.8914 0.2767 1.4141 0.406
H 2.7548 1.3428 0.9754 0.494
H 1.4822 -0.7473 1.0190 0.517
H 0.1427 -1.2518 -0.8594 0.497
```

***

The following is a DFT calculation (wB97M-V/def2-TZVPD) of a 13-piece molecular cluster, H26O13 overall at a distorted geometry.

Output
Frontier orbital gap: 9.16 eV
DFT total energy: -27039.7452 eV
Relative energy (zero: lowest compared OMol25 entry of this formula, charge and spin): 50.8 kcal/mol

The geometry in XYZ format:
```
39
Properties=species:S:1:pos:R:3:nbo_charge:R:1
O 0.7789 0.9572 -3.4705 -0.960
H 0.0040 0.4058 -3.2344 0.485
H 1.4681 0.3961 -3.1707 0.468
O -2.0783 0.6747 -1.2810 -0.991
H -2.8322 0.8628 -1.8278 0.485
H -2.1284 -0.2807 -1.2153 0.497
O -0.7388 -1.4470 -3.1374 -0.955
H -0.1994 -2.1654 -2.8302 0.495
H -1.5331 -1.7824 -2.8142 0.460
O -2.5032 -1.9713 -1.1001 -0.952
H -2.5433 -2.5324 -0.3458 0.495
H -3.3658 -2.2784 -1.4796 0.487
O -1.1379 3.2810 -0.2810 -0.970
H -0.9629 3.6494 -1.1056 0.479
H -1.4385 2.3792 -0.4197 0.495
O 3.3433 -1.0982 2.2495 -0.939
H 3.8246 -1.7002 1.7053 0.460
H 2.5045 -1.0582 1.7599 0.479
O 0.5848 -2.8263 1.0560 -0.989
H -0.1399 -2.3156 1.3943 0.496
H 0.8791 -3.3556 1.7806 0.475
O 0.3927 0.1726 -0.0664 -0.989
H 0.2354 0.4234 0.8418 0.496
H -0.3961 0.0753 -0.6487 0.505
O 1.1100 0.7451 3.0097 -0.984
H 0.5753 1.4819 2.7051 0.493
H 1.2770 0.9166 3.9769 0.489
O 1.4737 -2.0701 -1.3660 -0.994
H 1.2451 -2.7606 -0.7378 0.490
H 1.0959 -1.3042 -0.9237 0.485
O -0.8172 -1.1363 2.3684 -0.977
H -1.6690 -0.6975 2.2521 0.468
H -0.3391 -0.3886 2.7803 0.506
O 1.7776 2.4634 -0.8167 -0.953
H 1.1033 2.8266 -1.4064 0.457
H 1.4984 1.5668 -0.6755 0.483
O 0.2022 3.0844 2.1683 -0.951
H -0.0936 3.7850 2.7904 0.481
H -0.4572 3.0219 1.5160 0.497
```